# C25H48AuBNP2

C25H48AuBNP2 as an isolated structure (ωB97M-V/def2-TZVPD, the OMol25 dataset).

```
78
Properties=species:S:1:pos:R:3:forces:R:3:mulliken_charge:R:1
Au -0.4162 0.0474 -2.5464 -1.6 0.4 6.9 1.053
C -2.3455 1.7229 0.9220 0.1 -2.0 3.2 0.039
C -2.6364 0.8057 -0.1432 0.4 -2.0 1.4 1.134
C -2.4575 -0.4180 1.8101 -0.4 0.0 -1.8 0.637
C -2.3039 0.9720 2.1449 0.0 2.2 -2.9 0.735
C -2.6502 -0.5171 0.3895 0.2 1.7 0.3 0.349
C -2.1985 3.1700 0.7927 0.0 1.2 -0.1 -1.611
H -1.8489 3.4420 -0.2148 -0.1 0.1 0.2 0.305
H -1.4726 3.5672 1.5183 -0.3 0.0 -0.2 0.293
H -3.1534 3.6973 0.9639 0.3 0.0 -0.1 0.298
C -2.1572 1.5361 3.4874 0.2 0.3 0.9 -0.939
H -2.0487 2.6286 3.4410 0.0 -0.2 0.1 0.402
H -1.2790 1.1223 4.0087 -0.4 0.2 -0.1 -0.208
H -3.0336 1.3330 4.1285 0.3 0.0 -0.2 0.300
C -2.4612 -1.5264 2.7674 0.2 -0.8 0.3 -1.087
H -3.4262 -1.6170 3.2984 0.3 0.2 -0.1 0.324
H -1.6781 -1.3985 3.5287 -0.2 0.0 -0.1 -0.084
H -2.2885 -2.4810 2.2497 -0.1 0.2 0.2 0.258
C -2.8397 -1.7449 -0.4027 -0.2 -0.7 -0.5 -1.110
H -3.7816 -1.7028 -0.9957 0.5 -0.2 0.3 0.281
H -2.8931 -2.6060 0.2865 0.0 0.2 -0.6 0.398
H -1.9822 -1.9035 -1.1011 -0.6 -0.2 0.4 -0.090
C -2.9723 1.2176 -1.5087 -0.3 -0.4 -0.6 -1.882
H -3.7798 1.9657 -1.4846 0.3 0.0 -0.3 0.446
H -3.3130 0.3633 -2.1070 -0.1 0.2 0.1 0.334
H -2.1096 1.6677 -2.0303 0.0 0.4 -0.1 0.342
C 1.4508 0.7892 -2.7201 2.1 4.5 -2.3 0.192
C 0.5341 1.8579 -3.1394 1.6 -0.8 1.6 -0.311
C -0.1624 1.7787 -4.4665 -0.1 1.4 -0.6 -0.940
C -1.0728 0.5555 -4.9845 -0.8 -0.1 -0.1 -1.299
C -1.1701 -0.7605 -4.1634 1.4 -2.0 -1.6 -0.824
C 0.1345 -1.4359 -3.8372 -2.1 -0.3 -2.8 -0.326
C 1.2615 -0.8477 -4.6646 0.5 -0.4 -0.4 -0.520
C 2.1538 0.1692 -3.9280 0.7 -1.2 0.1 -1.038
H 0.5984 1.9641 -5.2127 0.3 -0.1 -0.5 0.506
H -0.6831 0.2991 -5.9792 -0.7 0.3 0.1 0.470
H -0.7894 2.6773 -4.5018 0.0 -0.3 -0.2 0.404
H 2.4794 0.9205 -4.6677 -0.3 0.1 0.5 0.376
H 2.1195 1.0054 -1.8851 -0.5 -0.2 0.1 0.119
H 0.4608 2.8072 -2.5705 -0.2 -0.9 -0.2 0.291
H 3.0961 -0.3259 -3.6546 -0.4 0.1 0.4 0.446
H 1.8891 -1.6525 -5.0611 -0.2 0.1 0.0 0.570
H 0.2976 -2.4252 -3.3638 -0.6 0.7 -0.4 0.664
H 0.8105 -0.3200 -5.5146 0.5 -0.6 0.2 -0.124
H -2.0784 1.0122 -5.0368 0.4 -0.6 -0.3 0.342
H -2.1480 -1.1793 -3.9309 0.2 -0.2 -0.3 0.825
P 2.1937 2.1255 1.4033 0.0 -0.6 0.0 0.896
C 1.5489 3.0292 2.8237 -0.2 -0.5 -0.7 -0.740
H 2.4495 3.6314 3.0577 -0.8 0.1 0.5 0.508
H 1.2649 2.2746 3.5821 0.3 0.7 -0.2 0.041
H 0.6619 3.5899 2.4632 0.7 0.0 0.5 0.254
C 3.8620 1.5383 1.7954 -0.7 -0.4 -0.2 -1.127
H 4.3132 2.4407 2.2303 0.4 -0.4 0.0 0.409
H 4.3799 1.1656 0.8955 -0.1 0.4 0.4 0.372
H 3.7078 0.7120 2.5129 0.3 0.5 -0.2 0.337
C 2.3605 3.3321 0.0426 -0.5 -0.3 -0.1 -1.010
H 2.6388 2.8697 -0.9202 0.1 0.2 0.6 0.289
H 3.1480 3.9920 0.4223 -0.1 0.2 -0.4 0.421
H 1.4111 3.8722 -0.1052 0.4 -0.1 0.2 0.290
P 1.1483 -3.5213 0.5868 -1.0 1.1 -1.3 0.496
C 0.1164 -4.9734 0.1184 -0.4 -0.3 0.0 -1.127
H 0.7310 -5.8909 0.0975 -0.6 0.2 0.4 0.343
H -0.1654 -4.7934 -0.9352 0.0 0.0 0.4 0.269
H -0.8142 -5.0987 0.6899 0.3 0.0 -0.1 0.342
C 2.6025 -4.3016 -0.1728 0.7 0.1 -0.1 -1.173
H 2.4234 -4.1859 -1.2530 0.1 -0.1 0.3 0.274
H 2.6372 -5.3800 0.0321 0.4 0.3 0.1 0.340
H 3.5419 -3.7967 0.0585 0.0 -0.2 0.0 0.351
C 1.2780 -3.1602 2.3692 0.4 -0.1 0.2 -0.320
H 2.0107 -3.7672 2.9175 -0.4 0.0 0.1 0.422
H 0.2729 -3.1933 2.8165 0.3 -0.3 -0.1 0.230
H 1.5599 -2.0895 2.4539 0.0 -0.9 -0.2 -0.382
B 0.2357 -0.0768 5.4530 -0.2 -0.3 0.8 0.252
C 1.0517 -0.0743 4.1196 0.4 -0.2 -0.6 0.055
N 1.6695 -0.1634 3.1347 -0.3 0.8 0.2 -0.639
H 0.9605 -0.5693 6.3031 -0.1 0.1 -0.2 -0.115
H -0.7332 -0.8092 5.2721 0.2 0.2 0.0 -0.150
H -0.1220 1.0391 5.8136 0.2 -0.1 -0.3 -0.154
```
Positions in Å, forces in eV/Å.

Computed properties:
Spin multiplicity = 3
HOMO level (spin up / spin down) = -9.47 / -9.36 eV
LUMO level (spin up / spin down) = -0.1614 / -0.2017 Ha
Gap between HOMO and LUMO (spin up / spin down) = 5.08 / 3.88 eV
Net charge = +1
Energy above the lowest of the compared OMol25 structures with the same formula, charge and spin = 509.8 kJ/mol
Energy = -1878.76681 hartree

***

# C2H7S3

C2H7S3 as an isolated structure (ωB97M-V/def2-TZVPD, the OMol25 dataset).

```
12
Properties=species:S:1:pos:R:3:forces:R:3:mulliken_charge:R:1
C -0.6660 1.1521 -0.9232 -0.3 -0.2 0.3 -0.847
C 0.3549 1.2132 0.2152 -0.2 0.3 0.5 -0.509
S -0.3030 0.6535 1.8296 0.0 -0.5 -0.1 -0.558
H -1.6833 1.2035 -0.5280 0.1 0.3 0.1 0.276
H -0.6371 0.1712 -1.3975 0.2 0.1 -0.3 0.211
H -0.5392 1.9619 -1.6472 0.1 -0.2 -0.2 0.308
H 0.6544 2.2314 0.4598 0.1 0.2 -0.5 0.265
H 1.2543 0.6557 -0.0481 0.0 0.0 0.0 0.267
S 1.0280 -2.7807 -0.4369 -0.5 0.3 0.3 -0.285
S -0.7305 -2.4201 0.6522 0.1 -0.5 -0.4 -0.353
H 1.8054 -3.0421 0.6133 0.3 -0.1 0.1 0.119
H -0.5379 -0.9996 1.2111 0.2 0.4 0.1 0.106
```
Positions in Å, forces in eV/Å.

Computed properties:
HOMO level = -3.02 eV
LUMO level = 0.1213 Ha
Gap between HOMO and LUMO = 6.32 eV
Net charge = -1
Energy above the lowest of the compared OMol25 structures with the same formula, charge and spin = 45.7 kJ/mol
Energy = -1274.99390 hartree

***

# CH12NO4

A 5-piece molecular cluster, CH12NO4 overall (ωB97M-V/def2-TZVPD, the OMol25 dataset).

```
18
Properties=species:S:1:pos:R:3:forces:R:3:mulliken_charge:R:1
C -1.5143 -1.8671 -0.3085 -2.5 0.4 -2.0 -0.054
N -0.3771 -1.4249 0.0161 -0.9 0.5 -0.6 -0.127
H -2.1056 -2.7776 -0.0081 1.5 0.6 0.3 0.301
H -2.1386 -1.3045 -1.0862 1.1 -0.3 1.1 0.247
H 0.0203 -0.4165 -0.3412 -0.4 -1.1 0.0 0.369
H 0.1914 -1.9680 0.6021 1.0 -1.0 1.2 0.246
H 3.2167 -0.1736 -2.4763 -0.3 0.3 -0.3 0.348
H 3.5088 -0.9150 -1.2802 2.1 -1.7 1.7 0.329
O 2.8103 -0.4359 -1.6361 -1.8 1.5 -1.6 -0.550
H 1.2487 0.7526 -1.3616 0.8 -0.2 -0.2 0.379
H 0.1714 1.5438 -0.5877 -0.8 3.6 1.8 0.449
O 0.3865 0.7287 -0.9421 0.4 -2.9 -1.8 -0.507
H -2.0635 -0.2594 3.1748 -0.8 0.2 0.7 0.392
H -0.6490 -0.8598 3.1508 0.7 -0.4 0.9 0.395
O -1.3249 -0.4701 2.6030 0.0 0.3 -1.3 -0.365
H -1.2103 3.1423 0.1881 -3.2 0.8 0.0 0.343
H 0.1472 3.7680 0.0965 0.4 0.6 0.0 0.361
O -0.3181 2.9369 0.1967 2.6 -1.1 0.0 -0.554
```
Positions in Å, forces in eV/Å.

Computed properties:
Spin multiplicity = 2
HOMO level (spin up / spin down) = -20.24 / -18.63 eV
LUMO level (spin up / spin down) = -0.2849 / -0.5743 Ha
Gap between HOMO and LUMO (spin up / spin down) = 12.49 / 3.00 eV
Net charge = +2
Energy above the lowest of the compared OMol25 structures with the same formula, charge and spin = 127.7 kJ/mol
Energy = -400.18140 hartree

***

# C3H10N4O2

C3H10N4O2 as an isolated structure (ωB97M-V/def2-TZVPD, the OMol25 dataset).

```
19
Properties=species:S:1:pos:R:3:forces:R:3:mulliken_charge:R:1
C 0.3919 -1.4636 0.2003 0.0 0.2 -0.1 -1.279
N 0.1536 -0.2965 -0.6072 -0.3 0.2 0.2 0.515
N 0.6538 -0.4170 -1.9199 0.0 0.0 0.1 -0.882
N -1.9045 -0.2263 -0.9137 -0.2 -0.6 0.2 0.401
N -2.4779 -1.1815 -0.5853 0.6 0.7 -0.1 -0.390
H 0.3524 0.4347 -2.3908 0.0 0.0 0.1 0.296
H 1.6754 -0.3876 -1.8943 -0.1 0.0 0.0 0.239
H -2.2732 -1.7388 0.2557 0.0 0.1 0.0 0.318
H -0.1620 -1.3627 1.1339 0.0 0.0 0.0 0.452
H 1.4520 -1.5986 0.4434 0.0 0.0 0.0 0.280
H 0.0528 -2.3459 -0.3481 0.0 0.0 0.0 0.395
C 1.0742 1.1975 1.2697 -0.1 0.0 -0.1 -1.202
C 0.2352 1.0962 0.0075 -0.1 -0.3 -0.1 0.995
O -1.4497 0.8353 0.8066 0.3 -0.1 -0.3 -0.681
O 0.1975 2.0061 -0.8108 -0.1 -0.2 0.1 -0.700
H -1.8479 1.7019 0.6489 0.0 -0.1 0.0 0.265
H 0.9386 2.1981 1.6745 0.0 0.0 0.0 0.311
H 2.1278 1.0790 0.9976 0.0 0.0 0.0 0.317
H 0.8100 0.4696 2.0319 0.0 0.0 0.0 0.349
```
Positions in Å, forces in eV/Å.

Computed properties:
HOMO level (spin up / spin down) = -8.74 / -8.74 eV
LUMO level (spin up / spin down) = -0.0197 / -0.0197 Ha
Gap between HOMO and LUMO (spin up / spin down) = 8.20 / 8.20 eV
Net charge = 0
Energy above the lowest of the compared OMol25 structures with the same formula, charge and spin = 595.1 kJ/mol
Energy = -489.63031 hartree

***

# C24H51BeBrCl4FIKN4O8P

C24H51BeBrCl4FIKN4O8P as an isolated structure (ωB97M-V/def2-TZVPD, the OMol25 dataset).

```
97
Properties=species:S:1:pos:R:3:forces:R:3:mulliken_charge:R:1
C -0.3526 -0.5656 3.4146 0.0 0.3 0.1 -1.669
C 0.0211 -1.0497 2.0158 -0.3 -1.4 -0.1 1.301
C 0.0883 -2.5893 2.1179 -0.3 0.7 0.2 -1.354
C -1.0833 -0.7636 0.9966 -0.1 0.5 0.0 -2.320
C -1.0938 0.6415 0.3543 1.2 0.3 -0.3 3.151
C -1.9010 1.5967 1.2366 -0.2 0.1 -0.3 -0.662
C -2.1719 2.9810 0.7077 -0.4 0.1 0.6 -0.617
F -1.0546 3.8099 0.8258 0.2 0.0 -0.3 -0.329
P -2.0732 0.4167 -1.2186 -1.6 -0.3 0.5 0.400
O -1.4782 -0.9456 -1.9243 0.4 0.4 -0.2 -0.458
I -1.3328 2.0876 -2.8975 0.2 -0.1 0.2 -0.116
C 0.3386 1.1192 0.0284 -0.3 -0.7 0.0 -3.064
C 1.4425 0.7982 1.0358 0.9 0.9 -0.5 2.576
C 1.5338 1.8753 2.1459 -0.1 -0.2 0.1 -1.650
C 2.7625 0.8749 0.2531 -0.4 -0.6 -0.4 -2.777
N 1.3538 -0.5704 1.5777 -0.9 1.0 1.0 0.903
O 2.2936 -0.8661 2.3906 0.9 -0.6 -0.4 -0.786
H 0.2950 -1.0223 4.1559 0.2 0.1 0.1 0.352
H -0.3462 0.5129 3.5323 0.1 0.1 0.0 0.455
H -1.3596 -0.9197 3.6230 -0.2 -0.1 -0.1 0.317
H -0.9473 -2.9143 2.3593 0.6 -0.2 -0.2 -0.156
H 0.4355 -3.0063 1.1750 0.0 -0.2 -0.1 0.484
H 0.7469 -2.8382 2.9455 0.2 -0.3 0.0 0.397
H -2.0055 -0.8816 1.5602 -0.3 -0.3 -0.1 -0.090
H -1.0782 -1.5581 0.2584 0.1 0.0 -0.2 0.751
H -1.4679 1.6900 2.2277 0.2 -0.1 0.1 0.244
H -2.8772 1.1389 1.3753 -0.3 -0.2 0.1 -0.194
H -2.5378 2.9971 -0.3158 0.2 0.1 -0.2 0.232
H -2.9470 3.4349 1.3217 -0.1 0.1 0.1 0.458
H -0.6441 -0.7567 -2.3704 0.3 -0.3 0.0 0.322
H 0.3658 2.1894 -0.1460 -0.1 0.2 0.0 0.607
H 0.6268 0.6667 -0.9243 0.1 -0.2 -0.1 0.521
H 0.7054 2.5719 2.1031 -0.2 0.0 0.1 0.262
H 1.6010 1.4276 3.1292 -0.1 -0.1 0.2 0.305
H 2.4421 2.4549 2.0137 0.1 0.1 -0.1 0.485
H 2.7970 1.7923 -0.3259 0.1 0.3 0.2 0.422
H 3.6143 0.7773 0.9152 0.2 0.1 0.1 0.611
H 2.7760 0.0609 -0.4734 0.2 -0.1 0.0 0.490
C -3.0217 4.8594 -5.4820 0.1 0.1 0.5 0.190
Cl -3.6897 5.3949 -3.9635 -0.1 0.0 0.0 -0.043
Cl -1.2962 4.5626 -5.3648 0.0 0.1 -0.3 -0.062
Cl -3.8620 3.3738 -6.0345 0.1 -0.2 2.4 -0.187
H -3.1907 5.6352 -6.2184 -0.1 -0.1 -0.1 0.100
C -6.4530 -0.1552 3.3493 0.0 -0.1 0.0 -1.298
C -5.6554 0.5783 2.2868 -0.1 0.0 0.1 -0.320
O -4.7756 -0.2600 1.5586 0.1 0.3 -0.2 -0.119
C -5.3713 -1.3140 0.8403 0.2 0.0 -0.1 -0.513
C -6.3470 -0.8372 -0.2227 0.0 -0.1 0.0 -0.458
H -5.7807 -0.6624 4.0408 0.0 0.0 0.0 0.326
H -7.0715 0.5506 3.9053 0.0 0.0 0.0 0.414
H -7.1138 -0.9078 2.9183 0.0 0.0 0.0 0.300
H -5.0147 1.3222 2.7657 0.0 0.0 0.0 0.314
H -6.3208 1.1283 1.6076 0.0 0.0 0.0 0.372
H -5.8580 -2.0248 1.5150 0.0 0.0 0.0 0.366
H -4.5526 -1.8551 0.3689 0.1 0.0 0.2 0.399
H -7.1891 -0.2854 0.1893 0.0 0.1 0.0 0.423
H -6.7454 -1.6706 -0.8027 0.1 0.0 -0.1 0.483
H -5.7668 -0.1584 -0.9325 -0.3 -0.4 0.4 -0.707
K -4.0295 3.5261 -8.5471 -0.2 0.0 -2.6 0.926
C -4.3654 -1.8156 -4.6616 -0.1 0.3 0.5 0.538
O -4.6656 -2.1774 -5.8056 -0.3 -0.2 -0.5 -0.692
N -3.1674 -2.1093 -4.1089 -0.2 0.0 -0.1 -0.258
N -5.2089 -1.0772 -3.8940 0.1 -0.1 -0.2 -0.117
H -2.9040 -1.7995 -3.1882 0.1 -0.1 0.0 0.173
H -2.5197 -2.6455 -4.6548 0.0 -0.1 0.0 0.196
H -6.1049 -0.8417 -4.2796 0.0 0.0 0.1 0.166
H -4.9803 -0.7667 -2.9667 0.0 0.0 0.0 0.144
Cl -3.0696 -2.9241 2.7620 -0.4 0.0 0.1 -0.683
C 6.7579 -3.5915 1.2953 0.1 0.1 0.1 -0.844
C 5.2950 -3.7205 1.1196 0.2 -0.2 -0.4 0.736
O 4.6982 -4.0779 0.1627 -0.1 0.0 0.1 -0.452
N 4.4208 -3.3228 2.3074 -0.7 0.2 -0.3 0.089
C 5.0487 -2.9006 3.5921 -0.1 0.0 0.0 -0.844
H 7.2475 -3.9256 0.3872 -0.1 0.0 -0.1 0.315
H 7.0128 -2.5435 1.4797 0.1 -0.1 0.2 0.030
H 7.1049 -4.1982 2.1329 0.0 0.1 0.1 0.404
H 3.7823 -2.5883 1.9412 0.1 0.3 0.3 0.104
H 3.7690 -4.1061 2.4239 0.1 -0.1 0.2 0.420
H 4.2511 -2.6899 4.2984 0.0 0.0 0.0 0.310
H 5.6358 -2.0036 3.4183 0.0 0.0 0.0 0.369
H 5.6706 -3.7080 3.9637 0.0 0.0 0.0 0.393
O 7.7486 -0.4014 2.2041 -0.3 -0.2 0.0 -0.638
C 7.8849 0.0003 1.0819 0.2 0.2 0.1 0.616
O 8.3426 -0.8022 0.0973 -0.1 -0.1 -0.1 -0.374
C 8.4935 -0.0570 -1.1308 0.0 0.2 -0.1 -0.472
C 7.5746 1.1495 -0.9717 0.0 0.0 0.1 -0.395
C 7.6215 1.3897 0.5395 -0.1 -0.2 -0.4 -0.446
H 9.5422 0.2247 -1.2308 0.0 0.0 0.0 0.265
H 8.2193 -0.6944 -1.9666 0.0 -0.1 0.1 0.346
H 7.8824 2.0022 -1.5713 0.1 0.0 0.0 0.366
H 6.5591 0.8805 -1.2657 0.0 0.0 0.0 0.147
H 8.4494 2.0360 0.8338 0.0 0.0 0.1 0.306
H 6.6905 1.7842 0.9356 0.1 0.1 0.2 0.274
Br -6.1920 1.6429 -1.7875 0.0 0.4 -0.2 -0.127
O -2.3946 7.6155 -8.1110 -0.1 -0.3 0.1 -0.329
H -2.1390 7.3632 -7.2034 0.2 0.3 0.0 0.342
Be -6.3738 -2.0692 -7.1564 0.4 0.2 0.3 -0.090
```
Positions in Å, forces in eV/Å.

Computed properties:
Spin multiplicity = 2
HOMO level (spin up / spin down) = -7.96 / -7.96 eV
LUMO level (spin up / spin down) = -0.1932 / -0.1666 Ha
Gap between HOMO and LUMO (spin up / spin down) = 2.70 / 3.43 eV
Net charge = +1
Energy = -7533.92244 hartree

***

# C15H30ClO2P2V

C15H30ClO2P2V as an isolated structure (ωB97M-V/def2-TZVPD, the OMol25 dataset).

```
51
Properties=species:S:1:pos:R:3:forces:R:3:mulliken_charge:R:1
C 0.9489 -2.3713 -4.0612 0.4 0.3 -0.8 -0.982
C 0.5236 -2.6437 -2.6355 -0.6 -4.7 0.6 0.818
H 1.1044 -3.3316 -4.5852 -0.2 0.3 0.4 0.387
H 1.8827 -1.7824 -4.0948 -0.4 -0.1 0.2 0.330
H 0.1820 -1.7701 -4.5854 0.2 -0.2 0.4 0.331
O 0.2866 -3.7478 -2.1737 0.8 3.9 -1.4 -0.241
Cl 0.9127 0.9019 -2.6004 -0.4 -1.9 0.7 -0.170
V 0.3040 -0.8274 -1.2851 1.4 5.1 -1.7 -1.415
P 2.4363 -0.5886 -0.1589 1.6 0.8 2.0 1.033
C 2.6889 -1.3317 1.4762 -0.7 -0.3 0.1 -1.251
C 3.8063 -1.2247 -1.1501 -0.5 -0.2 -0.8 -1.233
H 4.6428 -1.4050 -0.4616 -0.2 0.0 -0.2 0.477
H 3.8214 1.2063 0.6756 -0.2 -0.2 -0.1 0.462
H 4.0725 -0.4782 -1.9082 0.0 -0.2 0.1 0.378
H 2.9578 1.6747 -0.8374 0.1 -0.1 0.3 0.455
H 2.1464 -2.2823 1.5466 0.3 0.1 0.2 0.441
H 3.5004 -2.1590 -1.6348 0.4 0.0 0.0 0.410
C 2.8696 1.1595 0.1284 -0.5 0.3 -0.4 -1.053
H 3.7649 -1.5091 1.5987 -0.3 0.0 0.0 0.510
H 2.0700 1.6331 0.7141 0.4 -0.1 -0.1 0.156
H 2.3265 -0.6584 2.2634 0.1 -0.2 -0.2 0.213
P -1.9764 -0.0669 -1.4563 -2.3 1.4 0.9 1.047
C -3.2003 -0.5643 -0.2145 0.5 -0.5 0.4 -1.145
C -2.0413 1.7597 -1.3566 0.7 0.0 -0.1 -1.055
H -2.3252 0.1540 -3.8202 -0.2 -0.2 0.0 0.391
H -3.8502 -0.2103 -2.9185 0.3 -0.1 0.0 0.474
H -2.6489 -1.5156 -3.2442 -0.3 0.1 -0.2 0.427
C -2.7813 -0.4497 -3.0269 0.7 -0.5 -0.4 -1.216
H -1.4954 2.1872 -2.2081 -0.3 0.0 0.2 0.454
H -3.0933 2.0802 -1.3705 0.2 -0.2 0.0 0.460
H -4.1963 -0.4022 -0.6425 0.2 0.0 0.1 0.494
H -3.0836 0.0273 0.6991 0.0 -0.1 -0.2 0.070
H -1.5542 2.0766 -0.4250 -0.3 0.0 -0.4 0.165
H -3.0744 -1.6222 0.0366 -0.3 0.1 0.0 0.458
C -0.2513 -2.2415 -0.0767 -2.5 -5.3 5.4 0.373
O -0.6009 -3.0524 0.6917 1.7 3.9 -3.7 -0.173
C 0.2113 2.6860 2.8488 0.6 0.5 -0.1 -1.651
C -0.6859 1.4645 2.6833 -0.4 0.1 -0.1 1.915
C -0.4939 0.5151 3.8714 0.3 -0.7 0.3 -1.479
C -2.1481 1.8968 2.6309 -0.5 0.2 0.0 -1.472
C -0.3370 0.7896 1.4529 0.1 -0.7 0.3 0.724
C -0.0202 0.1557 0.4371 0.1 -1.0 -1.4 -0.019
H -0.0889 3.1902 3.7716 0.1 0.0 -0.1 0.479
H 0.1065 3.3863 2.0166 0.0 0.0 0.1 0.391
H 1.2645 2.4027 2.9322 -0.1 0.1 0.1 0.435
H -0.7492 1.0427 4.8013 0.1 0.0 -0.3 0.433
H -1.1462 -0.3601 3.7897 0.1 0.1 0.0 0.428
H 0.5433 0.1738 3.9510 -0.1 0.1 0.0 0.361
H -2.3513 2.5458 1.7771 0.0 0.1 0.1 0.370
H -2.8166 1.0322 2.5891 0.0 0.1 0.1 0.343
H -2.3644 2.4547 3.5487 -0.1 -0.1 -0.2 0.461
```
Positions in Å, forces in eV/Å.

Computed properties:
Spin multiplicity = 2
HOMO level (spin up / spin down) = -19.64 / -19.49 eV
LUMO level (spin up / spin down) = -0.5210 / -0.5168 Ha
Gap between HOMO and LUMO (spin up / spin down) = 5.47 / 5.43 eV
Net charge = +3
Energy = -2825.68462 hartree